Here is a cluster of 4 separate species, C15H15ClN3 in total from the Open Molecules 2025 dataset. Energies are from ωB97M-V/def2-TZVPD.

```
34
Properties=species:S:1:pos:R:3
Cl 1.315 0.523 -0.521
N 0.101 -0.090 3.307
C -0.323 -0.322 4.537
C 0.509 -0.656 5.604
C 1.863 -0.748 5.358
C 2.329 -0.456 4.085
C 1.415 -0.158 3.082
H -1.393 -0.240 4.710
H 0.062 -0.848 6.571
H 2.555 -1.049 6.138
H 3.378 -0.551 3.837
H 1.770 0.124 2.091
N -0.641 5.785 -2.600
C -1.395 4.948 -3.301
C -1.280 3.565 -3.234
C -0.294 3.044 -2.414
C 0.551 3.889 -1.718
C 0.304 5.250 -1.824
H -2.143 5.400 -3.949
H -1.951 2.910 -3.771
H -0.148 1.972 -2.307
H 1.313 3.506 -1.053
H 0.872 5.976 -1.249
N -0.863 -2.724 -0.764
C 0.055 -2.629 -1.722
C 0.123 -3.520 -2.787
C -0.763 -4.586 -2.835
C -1.693 -4.720 -1.817
C -1.686 -3.770 -0.807
H 0.704 -1.754 -1.669
H 0.881 -3.415 -3.552
H -0.753 -5.271 -3.676
H -2.377 -5.557 -1.762
H -2.396 -3.830 0.014
```

As for the total charge: -1. Its energy is -32792.69408 eV. The calculation puts the energy relative to the best compared isomer or geometry (same formula, charge and spin) at 0.0 kJ/mol. The value obtained for the HOMO-LUMO gap is 7.44 eV. The HOMO energy is -4.33 eV.


Here is the ion C4H11N2O with charge -1 in a non-equilibrium geometry from the Open Molecules 2025 dataset. Energies are from ωB97M-V/def2-TZVPD.

```
18
Properties=species:S:1:pos:R:3
C 0.155 0.830 -0.029
C 1.154 0.949 1.047
C 1.952 -0.521 1.291
O 2.837 -0.292 2.179
N -0.276 -0.593 -0.395
C -1.234 -0.780 -1.330
N -2.673 -0.235 -1.351
H -0.812 1.320 0.202
H 0.428 1.310 -1.021
H 2.061 1.600 0.820
H 0.872 1.307 1.999
H 0.995 -1.091 1.575
H 2.131 -0.856 0.329
H -0.244 -1.114 0.450
H -0.807 -0.473 -2.210
H -1.238 -1.931 -1.458
H -2.802 -0.085 -0.356
H -2.499 0.656 -1.742
```

The SMILES is NCNCCC[O-]. As for the total charge: -1. Its energy is -9351.60136 eV. The calculation puts the energy relative to the best compared isomer or geometry (same formula, charge and spin) at 278.7 kJ/mol. The value obtained for the HOMO-LUMO gap is 6.05 eV. The HOMO energy is -2.20 eV.


Here is a structure of composition C34H59BrNP3Pd in a non-equilibrium geometry from the Open Molecules 2025 dataset. Energies are from ωB97M-V/def2-TZVPD.

```
99
Properties=species:S:1:pos:R:3
C -5.730 0.129 1.592
C -5.532 -0.503 0.350
C -5.861 0.177 -0.858
C -6.150 1.548 -0.735
N -6.162 2.186 0.442
C -6.014 1.496 1.581
C -4.911 -1.814 0.367
C -3.935 -2.580 0.302
C -2.574 -2.721 -0.131
C -2.094 -1.573 -0.781
C -0.716 -1.425 -1.019
C 0.024 -2.412 -0.356
C -0.371 -3.685 0.031
C -1.763 -3.833 0.156
Pd 0.762 -0.912 0.757
P -0.201 1.269 0.513
H -5.934 -0.279 -1.826
H -5.674 -0.395 2.541
H -6.387 2.136 -1.623
H -6.133 2.032 2.517
H -2.236 -4.765 0.485
H -2.837 -0.818 -1.028
H 0.352 -4.480 0.236
H -0.207 -0.664 -1.599
C 0.996 2.687 0.401
C 0.458 4.076 0.056
H 1.723 2.390 -0.374
H 1.530 2.717 1.359
H 1.306 4.773 0.122
H 0.055 4.141 -0.962
H -0.312 4.436 0.748
C -1.269 1.693 -0.956
C -2.461 2.621 -0.749
H -1.637 0.744 -1.351
H -0.601 2.113 -1.732
H -3.031 2.656 -1.687
H -3.147 2.262 0.029
H -2.168 3.652 -0.507
C -1.305 1.570 1.958
C -1.496 3.004 2.430
H -0.897 0.973 2.785
H -2.276 1.122 1.694
H -2.060 2.972 3.369
H -0.540 3.497 2.625
H -2.070 3.623 1.730
Br 2.477 -2.371 -0.541
P 1.561 0.121 -3.049
C 1.500 1.893 -3.457
C 2.481 2.293 -4.561
H 1.720 2.450 -2.518
H 0.463 2.150 -3.750
H 2.324 3.356 -4.803
H 3.521 2.146 -4.235
H 2.312 1.699 -5.472
C 3.224 -0.574 -3.229
C 3.502 -1.366 -4.501
H 3.308 -1.297 -2.381
H 3.990 0.200 -3.055
H 4.557 -1.684 -4.502
H 2.887 -2.276 -4.539
H 3.314 -0.796 -5.423
C 0.379 -0.852 -4.030
C 0.187 -0.509 -5.509
H -0.598 -0.731 -3.531
H 0.641 -1.912 -3.870
H -0.628 -1.134 -5.907
H -0.109 0.540 -5.623
H 1.069 -0.683 -6.137
C -0.624 -1.714 3.377
C 0.658 -1.031 3.909
C 1.116 -1.637 5.239
P 2.004 -0.980 2.654
C 2.944 0.602 2.769
C 3.523 0.878 4.152
C 3.994 0.737 1.657
C 3.117 -2.462 2.624
C 4.376 -2.461 3.500
C 2.303 -3.751 2.776
H -0.527 -2.807 3.388
H -0.876 -1.413 2.339
H -1.477 -1.428 4.007
H 0.418 0.036 4.070
H 1.155 -2.734 5.185
H 2.088 -1.263 5.586
H 0.389 -1.394 6.028
H 2.143 1.337 2.575
H 4.243 0.103 4.444
H 4.071 1.831 4.160
H 2.746 0.959 4.919
H 3.532 0.673 0.666
H 4.489 1.715 1.739
H 4.776 -0.032 1.725
H 3.459 -2.447 1.565
H 4.121 -2.357 4.562
H 4.915 -3.418 3.399
H 5.099 -1.687 3.215
H 1.420 -3.756 2.109
H 2.922 -4.605 2.461
H 2.007 -3.941 3.814
```

As for the total charge: +2. Its energy is -139075.45675 eV. The value obtained for the HOMO-LUMO gap (spin up / spin down) is 6.10 / 4.80 eV. Its spin multiplicity is 3. The HOMO energy (spin up / spin down) is -12.52 / -13.30 eV.


Here is an isolated molecule of C6H12S in a non-equilibrium geometry from the Open Molecules 2025 dataset. Energies are from ωB97M-V/def2-TZVPD.

```
19
Properties=species:S:1:pos:R:3
C 0.304 0.744 0.613
C 1.071 0.854 -0.556
C -0.672 -0.507 0.282
C 2.235 0.047 -0.948
C 0.104 -1.855 0.395
C -3.183 0.775 0.214
S -1.920 -0.223 -0.779
H 0.913 0.414 1.571
H -0.286 1.527 0.809
H 0.504 1.474 -1.306
H 2.784 -0.230 0.013
H 2.802 0.623 -1.572
H 2.030 -0.768 -1.624
H 0.463 -2.237 -0.571
H -0.715 -2.659 0.761
H 0.911 -1.622 1.234
H -3.562 1.384 -0.656
H -2.574 1.288 0.857
H -3.898 0.046 0.528
```

As for the total charge: 0. Its energy is -17247.19813 eV. The calculation puts the energy relative to the best compared isomer or geometry (same formula, charge and spin) at 424.8 kJ/mol. The value obtained for the HOMO-LUMO gap (spin up / spin down) is 7.45 / 7.80 eV. The HOMO energy (spin up / spin down) is -7.15 / -7.08 eV.